Entry 1
15
Properties=species:S:1:pos:R:3:lowdin_charge:R:1 method="wB97M-V/def2-TZVPD" homo_energy_ev=-13.76 smiles="[NH3+]CN1C=CON1" charge=+1
N -1.8385 0.6448 0.2183 0.1848
C -0.9026 -0.5898 0.1513 -0.1514
N 0.0272 -0.2386 -0.8443 -0.1129
C 1.4271 -1.1276 -0.4565 0.0681
C 1.9945 -0.3074 0.4084 -0.1256
O 1.5077 1.0114 0.4458 -0.0540
N 0.5119 1.0528 -0.6488 -0.0377
H -1.2915 1.3987 0.7109 0.1725
H -2.8050 0.5027 0.6254 0.2030
H -1.7393 1.1207 -0.6627 0.1387
H -0.3462 -0.8516 1.0668 0.1399
H -1.6764 -1.3041 -0.1115 0.1393
H 1.4435 -2.1960 -0.6308 0.1119
H 2.6931 -0.5558 1.2237 0.1501
H 0.9945 1.4399 -1.4961 0.1733


Entry 2
15
Properties=species:S:1:pos:R:3:lowdin_charge:R:1 method="wB97M-V/def2-TZVPD" homo_energy_ev=-15.04 charge=+1
C -1.6530 -0.0676 0.0503 -0.5482
C 2.0912 -0.0244 0.8250 -0.0852
C 2.1178 -0.1499 -0.6514 -0.1273
N -2.8104 0.6137 0.0858 0.2238
N -0.5390 0.5066 -0.1867 0.2369
N 1.0614 -0.6201 0.0974 0.0994
O -1.7501 -1.3385 0.1859 0.1881
H 2.6002 -0.6372 1.3974 0.0743
H 2.1040 1.0514 1.1136 0.1547
H 1.8743 0.5945 -1.3975 0.1363
H 2.6525 -0.8903 -1.0488 0.0817
H -2.9500 1.4891 -0.3390 0.1161
H -3.5973 -0.0264 -0.0841 0.1521
H -0.2055 1.4020 -0.4995 0.1349
H -0.9960 -1.9030 0.4514 0.1623


Most stable: entry 2


Entry 1
15
Properties=species:S:1:pos:R:3:lowdin_charge:R:1 method="wB97M-V/def2-TZVPD" homo_energy_ev=-14.35 charge=+1
H 0.3688 -1.6885 1.0274 0.0979
N 1.3622 -1.4773 0.7179 0.1526
C 1.7618 -0.4352 0.2018 -0.2172
C 1.0126 0.6993 -0.3602 -0.0780
N -0.3682 0.3975 -0.0886 -0.1194
N -1.1735 1.1750 0.8192 0.1811
C -0.8818 -0.7754 -0.4244 -0.1771
O -1.9671 -1.1607 0.1050 0.1992
H 2.7978 -0.3255 0.0365 0.1173
H 1.2123 1.5492 0.2028 0.1166
H 1.0960 0.7927 -1.4728 0.1716
H -1.3549 0.7261 1.6423 0.0724
H -0.6419 2.0339 0.9799 0.1233
H -0.4957 -1.4236 -1.3243 0.2267
H -2.4272 -1.7460 -0.4488 0.1330


Entry 2
15
Properties=species:S:1:pos:R:3:lowdin_charge:R:1 method="wB97M-V/def2-TZVPD" homo_energy_ev=-13.61 charge=+1
C 1.1187 0.1811 -1.0551 0.0002
C 0.0157 0.2425 0.8999 -0.3968
C -0.9184 -1.2205 -0.9230 0.0036
N 0.0466 -0.2682 -0.4539 -0.0686
N 1.8173 0.9522 -0.2547 0.1239
N -1.1949 0.7478 1.3118 0.1185
O 1.1748 1.0599 0.9718 0.0381
H 1.4053 -0.0422 -2.0693 0.1844
H 0.1834 -1.2136 1.8715 0.2499
H -1.6562 -1.3624 -0.1358 0.0987
H -1.4149 -0.8560 -1.8221 0.1115
H -0.4353 -2.1737 -1.1401 0.1104
H 2.6407 1.5229 -0.3866 0.1960
H -1.3187 0.8049 2.3119 0.1078
H -1.4642 1.6254 0.8737 0.1224


Entry 3
15
Properties=species:S:1:pos:R:3:lowdin_charge:R:1 method="wB97M-V/def2-TZVPD" homo_energy_ev=-12.77 charge=+1
C 0.6131 -2.7845 1.6338 0.0000
C -0.3907 1.2547 0.6407 -0.2735
C -0.8076 1.4433 -0.8024 -0.1463
N 0.4634 -1.9014 0.8326 -0.1762
N 0.4355 -1.2604 -0.0852 0.2049
N 0.3445 1.1094 -1.6319 0.1697
O 0.7564 1.3592 0.9476 0.0739
H -0.3098 -3.4405 1.8267 0.1354
H 1.2679 -2.7945 2.4820 0.0918
H -1.2116 1.0638 1.3827 0.1497
H -1.2072 2.4053 -0.9980 0.1204
H -1.8092 0.7992 -0.9085 0.1920
H 0.2857 0.1026 -1.3423 0.0919
H 1.2775 1.3678 -1.3194 0.1670
H 0.2920 1.2761 -2.6584 0.1994


Most stable: entry 1


Entry 1
16
Properties=species:S:1:pos:R:3:lowdin_charge:R:1 method="wB97M-V/def2-TZVPD" homo_energy_ev=-8.34 charge=0
C -2.3917 0.3672 0.5297 -0.3942
C -0.9759 0.8020 -0.0375 -0.3393
C -0.7100 2.1255 -0.2691 0.0939
C 0.1934 0.0151 -0.1293 -0.8216
H -2.9385 -1.9187 0.1273 0.2069
H -4.3319 -0.0324 0.1168 0.1644
H -2.2587 -0.1428 1.5350 0.1063
H -2.8937 1.4250 0.6484 0.1169
H -1.4587 2.8271 -0.2192 0.0301
H 0.4622 2.5514 -0.3749 0.1404
H 1.3535 1.6213 0.2089 -0.0125
H 2.6481 -0.6461 1.1947 -0.0756
N -3.1862 -0.4656 -0.4150 -0.1146
N 1.3238 0.6728 0.1192 -0.4261
S -0.0836 -1.6997 -0.0773 0.5926
S 2.9436 0.0126 -0.0308 0.7324


Entry 2
16
Properties=species:S:1:pos:R:3:lowdin_charge:R:1 method="wB97M-V/def2-TZVPD" homo_energy_ev=-8.08 charge=0
C 0.3223 1.0975 0.2122 -0.5282
C 0.9282 -0.0319 1.0218 -0.0849
C 0.5516 -0.8307 3.3967 -0.0219
C 0.2955 1.5188 -1.2363 -0.4044
N -1.0009 0.4922 2.0876 -0.3470
N 0.2685 -0.2642 2.0589 -0.2660
S -1.5474 0.7083 0.4127 0.7663
S -1.1438 0.5101 -2.2273 0.6170
H 0.4286 1.9991 0.7825 0.0937
H -0.4022 -1.1231 3.8983 0.0841
H 1.2277 -1.6864 3.3661 0.0951
H 0.7577 -0.0052 4.0549 0.0832
H 1.1504 1.1768 -1.8232 0.0591
H 0.1085 2.5519 -1.2993 0.0559
H -1.6540 -0.0270 2.7442 0.0815
H -1.3091 -0.4829 -1.5057 -0.2833


Most stable: entry 2


Entry 1
11
Properties=species:S:1:pos:R:3:lowdin_charge:R:1 method="wB97M-V/def2-TZVPD" homo_energy_ev=-9.62 smiles="O=CCCO" charge=0
O -0.8391 -2.3860 0.4348 0.0429
C -0.1556 -1.4008 0.5952 -0.2605
C -0.6806 -0.0054 0.4023 -0.1398
C 0.0553 0.7778 -0.6781 -0.2631
O 1.4329 0.4610 -0.6418 -0.0671
H 0.9094 -1.5888 0.7824 0.1215
H -1.7645 0.0314 0.4409 0.1186
H -0.4541 0.4936 1.3610 0.1205
H -0.3366 0.5161 -1.6610 0.1164
H -0.1078 1.8502 -0.6184 0.1151
H 1.9408 1.2510 -0.4175 0.0954


Entry 2
11
Properties=species:S:1:pos:R:3:lowdin_charge:R:1 method="wB97M-V/def2-TZVPD" homo_energy_ev=-10.57 smiles="CCC(=O)O" charge=0
C -0.9380 -0.7023 -0.8898 -0.1167
C 0.2038 0.2938 -0.5822 -0.1853
C 0.5494 0.1562 0.8596 -0.5102
O 0.3640 -0.8458 1.5319 0.0821
O 1.2179 1.2756 1.3777 0.0651
H -1.2741 -0.6254 -1.9891 0.0828
H -1.8369 -0.4311 -0.1129 0.1315
H -0.6555 -1.8067 -0.7619 0.0879
H 1.1444 0.2873 -1.1909 0.1410
H -0.1975 1.3147 -0.5372 0.1171
H 1.4227 1.0836 2.2949 0.1046


Most stable: entry 2


Entry 1
11
Properties=species:S:1:pos:R:3:lowdin_charge:R:1 method="wB97M-V/def2-TZVPD" homo_energy_ev=-9.13 charge=0
C -1.4318 -0.0958 -0.1198 -0.0027
C -0.0178 0.1754 0.2493 -0.3790
O 0.2765 0.6935 1.3998 0.1062
C 1.1859 -0.0798 -0.5193 -0.3845
O 2.2579 0.3647 0.0218 -0.1192
H -1.9502 -0.6441 0.6712 0.0959
H -1.4831 -0.6591 -1.0561 0.0938
H -1.9424 0.8636 -0.2555 0.1009
H 1.0811 -0.2761 -1.5972 0.1438
H 0.7229 -1.1669 -0.0469 0.2130
H 1.3010 0.8246 1.2529 0.1319


Entry 2
11
Properties=species:S:1:pos:R:3:lowdin_charge:R:1 method="wB97M-V/def2-TZVPD" homo_energy_ev="-7.78 / -7.78" charge=0
C 0.8099 1.0111 -1.3729 -0.0091
O 0.2333 -0.1597 -0.7646 -0.0174
C -0.1382 -0.1162 0.4688 -0.0217
C -0.7880 -1.2124 1.1999 -0.5145
O -0.3241 -1.3431 2.4019 -0.1890
H 0.0365 1.5036 -1.9649 0.1026
H 1.1985 1.6863 -0.6059 0.0989
H 1.6151 0.6628 -2.0189 0.1010
H -1.8427 -0.7032 1.0644 0.1620
H 0.1131 0.7735 1.0564 0.1515
H -0.9135 -2.1027 0.5358 0.1357


Most stable: entry 1


Entry 1
11
Properties=species:S:1:pos:R:3:lowdin_charge:R:1 method="wB97M-V/def2-TZVPD" homo_energy_ev=-8.91 smiles="C=CO.C=O" charge=0
C 0.0075 -1.1779 2.0097 0.0086
C -0.3957 -0.2124 1.1731 -0.2851
O -1.6389 -0.1052 0.6186 -0.0300
H 1.0622 -1.4221 1.8270 0.0521
H -0.5573 -1.9315 2.5371 0.0494
H 0.3712 0.3528 0.6618 0.0791
H -1.5586 -0.2908 -0.3162 0.0736
C 0.7331 1.1787 -2.1523 -0.0950
O -0.2736 1.1726 -1.4852 -0.0298
H 1.6298 1.6127 -1.6881 0.0899
H 0.6203 0.8231 -3.1854 0.0872


Entry 2
11
Properties=species:S:1:pos:R:3:lowdin_charge:R:1 method="wB97M-V/def2-TZVPD" homo_energy_ev=-9.53 smiles="C=COCO" charge=0
C -2.0686 -0.1673 -0.3353 0.0386
C -0.8061 -0.5685 -0.2720 -0.2569
O 0.0608 -0.1052 0.6782 -0.0840
C 1.2263 0.4718 0.1105 -0.3059
O 2.1888 0.6357 1.0855 0.0004
H -2.7408 -0.5931 -1.0725 0.0552
H -2.4529 0.5829 0.3491 0.0663
H -0.3903 -1.3168 -0.9542 0.1168
H 0.9882 1.4702 -0.2736 0.1384
H 1.5626 -0.1680 -0.7269 0.1287
H 2.4319 -0.2416 1.4112 0.1024


Entry 3
11
Properties=species:S:1:pos:R:3:lowdin_charge:R:1 method="wB97M-V/def2-TZVPD" homo_energy_ev=-10.38 smiles="CC(=O)CO" charge=0
C -1.5232 -0.1149 -0.0753 -0.0113
C -0.1427 0.1986 0.4382 -0.4169
O 0.0509 0.7575 1.4997 0.0815
C 1.0509 -0.1797 -0.4235 -0.2204
O 2.2446 0.2225 0.1691 -0.0473
H -2.2179 -0.2022 0.7621 0.0883
H -1.5365 -1.0295 -0.6750 0.0841
H -1.8591 0.7095 -0.7145 0.0947
H 0.9220 0.2828 -1.4161 0.1344
H 1.0273 -1.2712 -0.5804 0.1322
H 1.9837 0.6265 1.0157 0.0807


Entry 4
11
Properties=species:S:1:pos:R:3:lowdin_charge:R:1 method="wB97M-V/def2-TZVPD" homo_energy_ev=-9.66 smiles="COCC=O" charge=0
C 0.9048 -1.2446 0.0220 -0.1154
O 1.0614 0.1360 0.2722 -0.1827
C 0.0546 0.9431 -0.2756 -0.1987
C -1.2980 0.8057 0.3991 -0.2237
O -2.0818 1.7214 0.4725 0.0557
H 0.3196 -1.7426 0.8106 0.0853
H 0.4080 -1.4248 -0.9454 0.0928
H 1.9056 -1.6863 -0.0079 0.0901
H -0.0961 0.7122 -1.3474 0.1336
H 0.3758 1.9856 -0.1930 0.1356
H -1.5539 -0.2056 0.7930 0.1275


Most stable: entry 3